Record 1
ORCA calculation (ωB97M-V/def2-TZVPD) on C4H11NORb as an isolated structure in a non-equilibrium geometry.

Calculated values
Net charge: +1

```
18
C4H11NORb, DFT ωB97M-V/def2-TZVPD
Rb -3.890 0.593 2.384
C -0.817 -0.948 1.620
C -0.460 0.093 0.585
C 0.607 -0.394 -0.392
O 0.876 0.652 -1.291
C 2.204 0.661 -1.781
N -1.684 0.553 -0.095
H -1.439 -0.438 2.373
H 0.034 -1.254 2.230
H -1.349 -1.806 1.216
H -0.042 0.967 1.090
H 0.247 -1.280 -0.940
H 1.510 -0.690 0.156
H 2.916 0.832 -0.967
H 2.271 1.477 -2.495
H 2.455 -0.278 -2.285
H -1.461 1.391 -0.620
H -1.979 -0.131 -0.786
```



Record 2
ORCA calculation (ωB97M-V/def2-TZVPD) on a 2-piece molecular cluster, C4H11NOS overall in a non-equilibrium geometry.

```
18
C4H11NOS, DFT ωB97M-V/def2-TZVPD
C -1.653 1.871 -0.144
C -2.121 0.811 0.457
C -2.278 -0.525 -0.152
H -1.629 2.883 0.355
H -1.115 1.790 -1.195
H -2.396 0.739 1.480
H -2.061 -1.312 0.632
H -3.249 -0.744 -0.236
H -1.751 -0.582 -1.035
C 0.651 -0.648 1.595
N 1.295 -0.110 0.465
S 2.313 -1.019 -0.423
O 1.386 -1.665 -1.686
H 1.345 -1.230 2.216
H 0.032 0.089 2.115
H -0.072 -1.352 1.162
H 0.908 0.729 -0.038
H 1.403 -2.602 -1.662
```



Record 3
ORCA calculation (ωB97M-V/def2-TZVPD) on one molecule with the formula C4H11NOS in a non-equilibrium geometry.

```
18
C4H11NOS, DFT ωB97M-V/def2-TZVPD
O 0.006 -1.568 1.963
C 0.677 -2.109 0.789
N 0.575 -1.316 -0.425
C 1.166 0.023 -0.350
C 0.322 1.172 -0.991
C -0.888 1.638 -0.147
S -2.267 0.441 -0.341
H -0.654 -0.954 1.635
H 1.699 -2.197 1.145
H 0.251 -3.070 0.496
H -0.391 -1.331 -0.707
H 1.272 0.399 0.667
H 2.133 0.022 -0.851
H 0.079 0.953 -2.029
H 0.986 2.041 -0.973
H -1.172 2.551 -0.683
H -0.546 2.040 0.805
H -3.249 1.264 -0.003
```



Energy relative to the best compared isomer or geometry (same formula, charge and spin) list, top to bottom, in kJ/mol: 43.1 316.9 145.4
Orbital gap list, top to bottom, in eV: 8.71 9.37 9.85